C5H6Cl2N2OS | the ωB97M-V functional and the def2-TZVPD basis

The geometry in XYZ format:
```
17
Properties=species:S:1:pos:R:3:forces:R:3:mulliken_charge:R:1
C -1.517 1.879 -0.928 1.416 -1.019 0.655 -0.282
C 1.976 0.631 0.034 1.331 0.755 0.407 -0.214
C 0.004 1.387 0.893 3.019 -2.567 0.910 0.192
C 0.254 -2.530 0.453 3.537 0.528 1.135 -0.623
C -0.037 -0.439 -0.794 -3.920 -4.332 -1.572 -0.520
N -0.994 2.045 0.331 -4.362 4.596 -1.964 -0.034
N 0.682 0.425 0.012 0.569 1.327 1.121 0.346
O 0.338 -1.900 -0.760 -0.619 3.284 -2.165 -0.333
S 0.649 1.561 2.357 -0.860 0.591 0.204 -0.212
Cl -2.692 3.020 -1.361 0.045 0.340 0.629 -0.109
Cl 2.940 -0.366 -0.955 -0.254 -0.413 -0.448 -0.082
H 0.393 -3.584 0.233 -0.122 -0.160 0.249 0.232
H -0.644 -2.350 0.990 -0.973 0.239 0.651 0.297
H 1.211 -2.155 1.028 -1.900 -0.970 -0.127 0.219
H -0.078 -0.123 -1.855 0.545 -0.510 0.608 0.363
H -1.153 -0.447 -0.484 1.816 0.156 -0.257 0.418
H -1.333 2.947 0.804 0.733 -1.844 -0.035 0.341
```
Forces are in eV/Å.

- LUMO: -1.48 eV
- Gap between HOMO and LUMO: 6.9 eV
- HOMO energy: -8.39 eV
- Energy relative to the best compared isomer or geometry (same formula, charge and spin): 456.26 kJ/mol


C4H10O2 | the ωB97M-V functional and the def2-TZVPD basis

The geometry in XYZ format:
```
16
Properties=species:S:1:pos:R:3:forces:R:3:mulliken_charge:R:1
C -2.314 -0.744 -0.140 -0.043 -0.049 -0.051 -1.145
C -1.400 0.339 0.417 -0.021 0.006 0.040 -0.394
C 0.040 0.190 -0.035 0.003 -0.140 -0.155 0.883
C 1.105 0.733 0.884 0.071 0.018 -0.006 -1.312
O 0.311 -0.365 -1.086 -0.046 0.215 0.424 -0.673
H -3.361 -0.537 0.101 0.146 -0.021 -0.032 0.352
H -2.206 -0.814 -1.225 -0.046 0.011 0.146 0.280
H -2.053 -1.719 0.284 -0.049 0.129 -0.083 0.313
H -1.720 1.337 0.081 0.051 -0.111 0.029 0.283
H -1.435 0.374 1.513 0.050 -0.015 -0.155 0.311
H 1.372 -0.071 1.582 -0.065 0.108 -0.052 0.293
H 0.742 1.579 1.474 0.015 -0.107 -0.105 0.366
H 2.008 0.983 0.328 -0.140 -0.006 0.103 0.411
O 3.157 -0.562 -1.075 0.021 -0.005 -0.095 -0.656
H 2.205 -0.604 -1.272 0.024 0.017 0.016 0.384
H 3.549 -0.119 -1.833 0.030 -0.050 -0.025 0.304
```
Forces are in eV/Å.

- LUMO: 0.88 eV
- Gap between HOMO and LUMO: 10.9 eV
- HOMO energy: -10.00 eV
- Energy relative to the best compared isomer or geometry (same formula, charge and spin): 20.88 kJ/mol
- SMILES string: CCC(C)=O.O


C4H14NO | the ωB97M-V functional and the def2-TZVPD basis

The geometry in XYZ format:
```
20
Properties=species:S:1:pos:R:3:forces:R:3:mulliken_charge:R:1
C 2.459 0.470 -0.705 1.198 -1.073 0.109 -0.537
C 2.899 -0.280 0.558 -1.204 -0.884 1.105 -0.677
N -1.413 0.009 1.324 -1.997 0.506 -1.123 -0.117
C -1.821 0.879 0.226 2.437 -0.848 0.557 -0.113
C -2.951 0.302 -0.659 -0.223 -0.404 -0.348 -0.886
H 2.998 0.089 -1.590 0.189 0.358 0.221 0.306
H 2.605 1.549 -0.631 -0.660 -0.158 -0.165 0.271
H 1.464 0.072 -0.995 -0.611 0.458 0.178 0.053
H 3.474 0.286 1.308 -0.239 -0.004 -0.565 0.318
H 1.966 -0.692 1.087 1.547 0.839 -0.395 0.156
H 3.463 -1.199 0.332 -0.042 0.331 -0.105 0.278
H -0.788 -0.770 0.985 1.415 -0.310 0.037 0.355
H -0.889 0.744 -0.335 -0.397 1.167 -0.548 0.161
H -2.002 1.934 0.531 -0.097 -0.566 0.236 0.345
H -3.956 0.290 -0.222 0.304 0.296 -0.077 0.343
H -2.905 0.832 -1.638 -0.161 -0.221 0.849 0.316
H -2.616 -0.722 -0.793 -0.294 -0.192 -0.399 0.287
H -2.154 -0.280 1.964 -0.052 0.118 0.343 0.319
H 0.027 -2.127 -0.688 -0.145 0.020 0.230 0.286
O 0.140 -1.386 -0.058 -0.967 0.568 -0.142 -0.464
```
Forces are in eV/Å.

- LUMO: -10.24 eV
- Charge: +1
- Gap between HOMO and LUMO: 4.3 eV
- HOMO energy: -14.51 eV
- Energy relative to the best compared isomer or geometry (same formula, charge and spin): 832.18 kJ/mol